Entry 1:
Density functional theory data (the ωB97M-V functional and the def2-TZVPD basis) for a molecular structure, C5H12NO2 in a non-equilibrium geometry.

Element x y z (Å)
H 1.75369 -1.18997 -2.41311
H 1.07750 -1.57633 -0.11734
H -0.24056 -1.02015 -1.03288
H 2.53635 -0.05089 -1.41751
H -0.56984 0.63580 2.33455
H 0.35945 1.41773 -2.19561
H -0.29527 1.08674 0.09279
C 0.67515 -0.65806 -0.58088
H 0.56146 -0.91060 2.15580
N -1.36535 -1.08556 1.43973
O -0.32295 2.36899 -1.74979
C 0.42026 0.37242 0.49455
H 1.32216 0.88385 0.83149
H -3.26569 -1.55043 1.81191
C -0.21222 -0.22880 1.78136
C 1.52678 -0.28298 -1.81226
H -0.30081 3.13281 -2.34300
C -2.35015 -1.12308 2.22539
O 0.96077 0.56642 -2.77210
H -2.27071 -0.78792 3.26689

The net charge is -1. The energy is -10963.49422 eV. As for the frontier orbital gap: 7.08 eV. The LUMO energy is 3.52 eV. The value obtained for the energy above the lowest of the compared OMol25 structures with the same formula, charge and spin is 80.6 kcal per mole.


Entry 2:
Density functional theory data (the ωB97M-V functional and the def2-TZVPD basis) for a gas-phase ion, C5H12NO2 (charge +1) in a non-equilibrium geometry.

Element x y z (Å)
H -0.02794 1.84500 -2.42578
C 0.28241 -1.07056 0.33573
C -0.35497 0.33878 0.65462
H 0.24193 -1.22067 -0.73755
H 1.11608 1.48179 -0.58546
H -0.14861 2.42783 0.18021
H 2.38200 -0.87398 0.16239
H 1.80365 -2.00899 1.39518
C -0.52332 -2.00367 1.22814
C 0.06819 1.46401 -0.27606
H -1.42485 0.23842 0.50422
O -0.09369 -2.30681 2.31244
H 1.74960 -0.41404 1.60961
C -0.57733 1.27231 -1.66987
H -1.38779 -2.51434 0.78624
N 1.70082 -1.12762 0.88049
O -1.92336 1.65542 -1.64348
H -0.15097 0.43334 1.72767
H -2.23055 2.15185 -2.40954
H -0.50132 0.23193 -2.02920

The net charge is +1. The energy is -10956.96883 eV. As for the frontier orbital gap: 10.23 eV. The LUMO energy is -3.60 eV. The value obtained for the energy above the lowest of the compared OMol25 structures with the same formula, charge and spin is 38.1 kcal per mole.